ORCA calculation (wB97M-V/def2-TZVPD) on a structure of composition C48H66BiN9O2PS2Si.

## Properties
total charge = +1
M = 1133.3 g mol⁻¹
HOMO-LUMO gap = 0.262 Eh
total energy = -4153.520059 Ha

Each line ends with the Löwdin charge.
Atoms and positions in Å:
Bi1 -0.0399 -0.1105 0.0392  1.681
C1 -0.4044 -0.1597 2.2660  -0.434
Si1 -2.0522 -0.9319 2.7457  0.640
C2 -3.1972 -0.4768 1.2711  -0.201
N1 -2.5772 -0.1842 -0.0504  -0.281
C3 -3.0100 1.1517 -0.5145  -0.238
C4 -4.5117 1.2494 -0.7896  -0.141
C5 -4.9884 0.1039 -1.7071  -0.157
C6 -3.7856 -0.6524 -2.2589  -0.162
C7 -2.9013 -1.1798 -1.1267  -0.196
C8 -2.6120 -0.1768 4.3813  -0.239
C9 -2.9516 1.1750 4.4831  -0.107
C10 -3.2345 1.7565 5.7082  -0.081
C11 -3.1789 0.9955 6.8671  -0.075
C12 -2.8457 -0.3488 6.7893  -0.072
C13 -2.5714 -0.9269 5.5591  -0.084
C14 -2.0533 -2.7887 3.0389  -0.296
C15 -3.1834 -3.5555 2.7537  -0.095
C16 -3.2369 -4.9041 3.0724  -0.065
C17 -2.1510 -5.5131 3.6852  -0.071
C18 -1.0280 -4.7629 4.0052  -0.074
C19 -0.9849 -3.4138 3.6887  -0.128
H1 0.4388 -0.6938 2.7099  -0.017
H2 -0.3661 0.8584 2.6561  -0.008
H3 -3.7325 0.4156 1.6042  0.079
H4 -3.9653 -1.2444 1.1567  0.083
H5 -2.4660 1.3651 -1.4351  0.085
H6 -2.7240 1.8776 0.2483  0.100
H7 -4.6890 2.2157 -1.2635  0.123
H8 -5.0767 1.2390 0.1431  0.104
H9 -5.5716 0.5025 -2.5353  0.117
H10 -5.6295 -0.5825 -1.1482  0.113
H11 -3.2183 -0.0071 -2.9324  0.084
H12 -4.1115 -1.5112 -2.8476  0.129
H13 -1.9678 -1.5089 -1.5774  0.043
H14 -3.3990 -2.0350 -0.6677  0.113
H15 -2.9956 1.7879 3.5871  0.092
H16 -3.4903 2.8067 5.7645  0.106
H17 -3.3943 1.4469 7.8264  0.108
H18 -2.7925 -0.9469 7.6895  0.108
H19 -2.3207 -1.9791 5.5181  0.093
H20 -4.0426 -3.0884 2.2864  0.097
H21 -4.1337 -5.4724 2.8637  0.110
H22 -2.1866 -6.5693 3.9167  0.109
H23 -0.1977 -5.2279 4.5212  0.109
H24 -0.1016 -2.8331 3.9370  0.105
C20 4.1257 3.3789 4.0040  -0.034
C21 3.3079 2.4354 3.2751  -0.222
N2 2.6641 1.6845 2.6898  0.139
H25 3.8092 3.4140 5.0454  0.094
H26 4.0245 4.3733 3.5696  0.090
H27 5.1690 3.0691 3.9500  0.096
C22 1.3638 2.8983 -0.7428  -0.239
N3 1.6933 4.3110 -0.7394  -0.079
C23 1.5473 4.8249 0.6226  -0.162
N4 0.1900 4.6287 1.1352  -0.076
C24 -0.1122 3.2066 1.1291  -0.193
N5 -0.0086 2.6205 -0.2313  -0.143
C25 -0.9316 3.3913 -1.1297  -0.175
N6 -0.6199 4.8073 -1.1335  -0.076
C26 0.7445 5.0146 -1.6065  -0.146
C27 -0.7372 5.3175 0.2301  -0.153
H28 2.0674 2.3812 -0.1015  0.025
H29 1.4344 2.5055 -1.7587  0.091
H30 1.7747 5.8921 0.6260  0.132
H31 2.2470 4.3035 1.2788  0.105
H32 -1.1325 3.0628 1.4977  0.120
H33 0.5914 2.6935 1.7838  0.082
H34 -1.9526 3.2943 -0.7752  0.100
H35 -0.8544 2.9874 -2.1412  0.108
H36 0.9760 6.0803 -1.6060  0.132
H37 0.8336 4.6281 -2.6230  0.138
H38 -1.7588 5.1634 0.5853  0.131
H39 -0.5172 6.3856 0.2419  0.132
C28 3.3255 -0.6213 -1.2193  -0.282
P1 3.0537 0.1701 0.4430  0.834
C29 3.3922 -1.1634 1.6799  -0.280
C30 4.7108 0.9966 0.4108  -0.379
C31 5.8466 0.1885 0.4581  -0.103
C32 7.1115 0.7349 0.3157  -0.068
C33 7.2630 2.1013 0.1279  -0.075
C34 6.1406 2.9113 0.0785  -0.073
C35 4.8704 2.3639 0.2107  -0.099
H40 4.1010 -1.3874 -1.1893  0.050
H41 3.6591 0.1807 -1.8792  0.056
H42 2.4042 -1.0166 -1.6421  -0.043
H43 3.9109 -2.0220 1.2583  0.044
H44 2.4470 -1.4826 2.1140  -0.004
H45 3.9927 -0.7294 2.4765  0.043
H46 5.7605 -0.8819 0.5876  0.097
H47 7.9794 0.0890 0.3343  0.110
H48 8.2491 2.5274 0.0023  0.109
H49 6.2468 3.9762 -0.0843  0.109
H50 4.0146 3.0225 0.1279  0.078
O1 -2.2797 3.0278 -6.2260  -0.285
S1 -2.3459 1.6292 -5.9262  0.644
O2 -3.5878 0.9405 -6.1211  -0.293
N7 -1.8156 1.3745 -4.3602  -0.091
C36 -0.7040 0.7135 -4.3627  -0.785
S2 0.1347 0.3165 -2.9287  0.562
C37 -0.1730 0.3012 -5.6865  -0.239
C38 0.9683 -0.4287 -5.9714  -0.034
C39 1.2668 -0.6881 -7.3026  -0.062
C40 0.4426 -0.2227 -8.3209  -0.059
C41 -0.7076 0.5048 -8.0334  -0.026
C42 -0.9942 0.7490 -6.7092  -0.206
H51 1.6061 -0.7798 -5.1715  0.093
H52 2.1525 -1.2575 -7.5515  0.107
H53 0.7018 -0.4289 -9.3505  0.110
H54 -1.3538 0.8666 -8.8216  0.125
C43 0.1999 -3.0680 -1.9127  -0.179
C44 0.6445 -4.5134 -2.2476  -0.137
N8 0.6297 -5.3295 -1.0392  -0.156
C45 1.6447 -4.8423 -0.1154  -0.135
C46 1.4508 -3.3206 0.1265  -0.165
N9 0.1614 -2.8827 -0.4439  -0.220
C47 -0.8793 -3.7661 0.1215  -0.141
C48 -0.6769 -5.2136 -0.4022  -0.132
H55 -0.7965 -2.8851 -2.3101  0.104
H56 0.8597 -2.3263 -2.3583  0.056
H57 1.6521 -4.5339 -2.6659  0.123
H58 -0.0291 -4.9652 -2.9766  0.123
H59 2.6318 -5.0554 -0.5285  0.122
H60 1.5436 -5.4023 0.8159  0.122
H61 2.2411 -2.7479 -0.3562  0.082
H62 1.4493 -3.1021 1.1950  0.099
H63 -1.8637 -3.3963 -0.1518  0.097
H64 -0.7862 -3.7304 1.2003  0.085
H65 -1.4368 -5.4782 -1.1395  0.124
H66 -0.7358 -5.9315 0.4174  0.119

=====

ORCA calculation (wB97M-V/def2-TZVPD) on a structure of composition C48H66N3O3P2SeSiV.

## Properties
total charge = +1
expectation value of S² = 0.86
M = 953.0 g mol⁻¹
spin multiplicity = 2
energy relative to the best compared isomer or geometry (same formula, charge and spin) = 0.158 eV
HOMO-LUMO gap (spin up / spin down) = 0.292 / 0.301 Eh
total energy = -6576.139105 Ha

Each line ends with the Löwdin spin population.
Atoms and positions in Å:
V1 -0.2326 -0.5144 -0.0949  1.353
C1 2.9102 0.2473 1.5938  -0.004
Si1 1.0350 0.4208 1.7754  -0.026
C2 0.6699 -0.7468 3.2439  -0.008
C3 0.7458 -0.3583 4.5901  -0.002
C4 0.7543 -1.2951 5.6143  0.000
C5 0.7180 -2.6540 5.3140  -0.001
C6 0.6189 -3.0612 3.9930  0.000
C7 0.5528 -2.1166 2.9623  -0.001
P1 0.2654 -2.6497 1.2327  -0.004
C8 -1.3369 -3.5891 1.3314  0.002
C9 -1.5167 -4.8662 2.1604  0.000
C10 -2.8071 -5.5737 1.6908  0.000
C11 -3.9029 -4.5708 1.2768  0.000
C12 -3.7666 -3.2864 2.0896  0.000
C13 -2.4137 -2.5958 1.8055  0.001
C14 1.7667 -3.7352 0.8925  -0.003
C15 1.6023 -5.2593 0.9595  -0.001
C16 0.8049 -5.8379 -0.2105  0.000
C17 1.4384 -5.4324 -1.5443  0.000
C18 1.5948 -3.9132 -1.6264  -0.001
C19 2.4271 -3.3870 -0.4539  -0.002
C20 0.7261 2.1908 2.4340  -0.005
C21 1.6731 2.7163 3.3240  -0.002
C22 1.5877 4.0109 3.8209  0.000
C23 0.5449 4.8391 3.4314  0.000
C24 -0.4121 4.3537 2.5558  0.000
C25 -0.3254 3.0488 2.0616  0.000
P2 -1.6791 2.4894 1.0250  -0.001
C26 -2.9789 1.9565 2.1726  0.001
C27 -3.5110 3.0740 3.0803  0.000
C28 -4.7844 2.5703 3.7902  0.000
C29 -4.7193 1.0592 4.0944  0.000
C30 -3.2750 0.6212 4.3197  0.000
C31 -2.4459 0.7994 3.0366  0.000
C32 -2.2196 3.8398 -0.1578  -0.001
C33 -3.6414 4.3858 -0.1497  0.000
C34 -4.7720 3.3881 -0.4298  0.000
C35 -4.5412 2.4509 -1.6239  0.000
C36 -3.4978 1.3593 -1.3567  0.001
C37 -2.0283 1.8367 -1.4206  0.004
H1 3.4374 1.1399 1.9491  0.000
H2 3.1796 0.0888 0.5497  -0.001
H3 3.2676 -0.6076 2.1800  0.000
H4 0.8070 0.6957 4.8450  0.000
H5 0.8117 -0.9699 6.6481  0.000
H6 0.7597 -3.3915 6.1078  0.000
H7 0.5809 -4.1220 3.7655  0.000
H8 -1.5411 -3.8299 0.2853  0.000
H9 -1.6083 -4.5889 3.2124  0.000
H10 -0.6861 -5.5568 2.0854  0.000
H11 -3.1730 -6.2122 2.4980  0.000
H12 -2.5730 -6.2319 0.8506  0.000
H13 -4.8919 -5.0105 1.4130  0.000
H14 -3.8147 -4.3329 0.2105  0.000
H15 -3.8382 -3.5325 3.1526  0.000
H16 -4.5893 -2.5996 1.8786  0.000
H17 -2.0637 -2.1056 2.7140  0.000
H18 -2.5459 -1.8225 1.0485  0.000
H19 2.4215 -3.4294 1.7035  0.000
H20 1.2090 -5.5810 1.9217  0.000
H21 2.6196 -5.6637 0.9078  0.000
H22 -0.2290 -5.4747 -0.1804  0.000
H23 0.7580 -6.9256 -0.1215  0.000
H24 0.8432 -5.8048 -2.3801  0.000
H25 2.4282 -5.8982 -1.6238  0.000
H26 0.6005 -3.4483 -1.5976  0.001
H27 2.0409 -3.6120 -2.5768  -0.001
H28 2.5902 -2.3190 -0.5403  -0.003
H29 3.4136 -3.8638 -0.4738  0.000
H30 2.5107 2.0971 3.6345  0.000
H31 2.3427 4.3770 4.5083  0.000
H32 0.4772 5.8541 3.8051  0.000
H33 -1.2313 5.0020 2.2554  0.000
H34 -3.7995 1.5941 1.5553  0.000
H35 -3.7315 3.9883 2.5286  0.000
H36 -2.7412 3.3249 3.8128  0.000
H37 -5.6571 2.7866 3.1707  0.000
H38 -4.9129 3.1306 4.7178  0.000
H39 -5.1434 0.4863 3.2620  0.000
H40 -5.3291 0.8258 4.9678  0.000
H41 -3.2265 -0.4198 4.6420  0.000
H42 -2.8414 1.2170 5.1291  0.000
H43 -2.4730 -0.1097 2.4518  0.000
H44 -1.4031 0.9706 3.3070  0.000
H45 -1.5232 4.6593 0.0055  0.000
H46 -3.6406 5.1366 -0.9435  0.000
H47 -3.8307 4.9265 0.7811  0.000
H48 -5.6787 3.9672 -0.6127  0.000
H49 -4.9809 2.7866 0.4620  0.000
H50 -4.2453 3.0348 -2.5007  0.000
H51 -5.4895 1.9681 -1.8706  0.000
H52 -3.6209 0.5609 -2.0918  0.000
H53 -3.7002 0.9116 -0.3775  0.000
H54 -1.5803 1.5214 -2.3542  0.000
H55 -0.1888 1.8817 -0.4285  0.003
O1 1.9393 2.7778 -0.2911  -0.002
H56 2.2561 2.4036 -1.1225  -0.002
H57 2.7150 3.1715 0.1298  0.000
O2 -2.0264 -1.5512 -0.9815  0.017
H58 -1.7981 -1.5376 -1.9667  0.001
H59 -2.9468 -1.2731 -0.9356  0.001
O3 -1.9287 3.2795 -1.4337  -0.001
C38 -1.1459 1.3754 -0.2517  -0.011
Se1 1.1414 -0.3284 -1.7610  -0.288
N1 1.1484 1.9055 -11.4550  0.000
C39 0.6880 1.4706 -10.4937  0.000
C40 0.1058 0.9228 -9.2847  0.000
C41 -0.8565 -0.0801 -9.3667  0.000
C42 -1.4149 -0.6029 -8.2137  0.000
C43 -1.0234 -0.1106 -6.9778  0.000
C44 -0.0675 0.8908 -6.8877  0.000
C45 0.5025 1.4009 -8.0403  0.000
N2 -1.6083 -0.6370 -5.7807  0.000
C46 -2.9108 -1.0797 -5.6185  0.000
C47 -3.0120 -1.4564 -4.3169  0.000
N3 -1.7988 -1.2618 -3.6755  -0.002
C48 -0.9865 -0.7748 -4.5813  -0.005
H60 -1.1527 -0.4591 -10.3358  0.000
H61 -2.1344 -1.4098 -8.2773  0.000
H62 0.2194 1.2874 -5.9199  0.000
H63 1.2479 2.1839 -7.9797  0.000
H64 -3.6372 -1.0500 -6.4146  0.000
H65 -3.8752 -1.8635 -3.8074  0.000
H66 0.0526 -0.5274 -4.4148  -0.005

=====

ORCA calculation (wB97M-V/def2-TZVPD) on a cluster of 12 separate species, C48H67N5O14 in total.

## Properties
M = 938.1 g mol⁻¹
energy relative to the best compared isomer or geometry (same formula, charge and spin) = 5.048 eV
HOMO-LUMO gap = 0.284 Eh
SMILES string = c1cc[nH]c1.c1cc[nH]c1.c1cc[nH]c1.c1cc[nH]c1.c1cc[nH]c1.O=C1CCCO1.O=C1CCCO1.O=C1CCCO1.O=C1CCCO1.O=C1CCCO1.O=C1CCCO1.O=C1CCCO1
total energy = -3196.153969 Ha

Each line ends with the Löwdin charge.
Atoms and positions in Å:
O1 -6.4416 -24.4512 19.4233  0.086
C1 -6.0518 -23.7120 20.3166  -0.545
O2 -6.1872 -23.9452 21.5774  0.052
C2 -5.3441 -23.1864 22.4660  -0.120
C3 -4.8680 -22.0436 21.5625  -0.136
C4 -5.0702 -22.6175 20.1503  -0.082
H1 -4.4146 -23.7371 22.6107  0.122
H2 -5.7742 -22.9899 23.4481  0.131
H3 -3.8611 -21.6785 21.7653  0.117
H4 -5.6046 -21.2533 21.7072  0.113
H5 -4.1636 -22.9658 19.6554  0.132
H6 -5.5493 -21.9725 19.4136  0.129
O3 -10.3368 -14.8533 18.8601  0.037
C5 -9.3520 -14.6779 18.0555  -0.419
O4 -8.3870 -13.8466 18.3644  0.044
C6 -7.6972 -13.4179 17.2361  -0.203
C7 -7.7175 -14.5067 16.1922  -0.138
C8 -9.1108 -15.1069 16.5875  -0.055
H7 -6.6456 -13.2318 17.4542  0.131
H8 -8.2064 -12.5471 16.8234  0.134
H9 -6.8465 -15.1501 16.3168  0.110
H10 -7.7163 -14.1648 15.1572  0.113
H11 -9.0427 -16.1817 16.7553  0.120
H12 -9.8874 -14.8178 15.8794  0.125
O5 -3.0352 -32.7282 15.6002  0.106
C9 -3.7906 -31.8460 15.2244  -0.472
O6 -5.0309 -31.6858 15.8069  0.008
C10 -5.6090 -30.4444 15.4676  -0.164
C11 -4.4840 -29.7142 14.6732  -0.120
C12 -3.6462 -30.9002 14.1139  -0.084
H13 -5.8784 -29.8344 16.3299  0.123
H14 -6.4898 -30.6750 14.8685  0.122
H15 -3.9103 -29.0612 15.3308  0.115
H16 -4.8887 -29.1338 13.8442  0.106
H17 -2.6257 -30.7038 13.7850  0.126
H18 -4.0120 -31.4430 13.2424  0.132
O7 -7.1234 -20.0642 14.8338  0.072
C13 -7.2550 -21.1588 14.2692  -0.424
O8 -6.2157 -21.9634 13.8568  -0.010
C14 -6.6360 -23.3057 13.3740  -0.106
C15 -8.1012 -23.3268 13.8514  -0.172
C16 -8.5808 -21.9161 14.1438  -0.069
H19 -6.1531 -24.1315 13.8966  0.112
H20 -6.3272 -23.3896 12.3321  0.117
H21 -8.1459 -23.8900 14.7835  0.114
H22 -8.6716 -23.8750 13.1015  0.112
H23 -9.0849 -21.8524 15.1081  0.128
H24 -9.1489 -21.6426 13.2547  0.125
O9 -11.6467 -20.4570 17.9496  0.072
C17 -11.7082 -21.5236 18.5817  -0.397
O10 -12.0586 -22.7786 18.0686  -0.002
C18 -11.9724 -23.8009 19.0171  -0.188
C19 -11.6191 -23.1611 20.3463  -0.146
C20 -11.2588 -21.6991 20.0211  -0.067
H25 -11.1088 -24.3444 18.6339  0.123
H26 -12.8038 -24.5026 18.9496  0.128
H27 -10.7663 -23.6551 20.8119  0.110
H28 -12.4221 -23.1956 21.0826  0.110
H29 -10.1740 -21.6689 19.9186  0.127
H30 -11.6618 -20.9202 20.6683  0.130
O11 -4.0431 -27.6184 9.8954  0.052
C21 -3.5201 -28.5682 9.2356  -0.369
O12 -2.1760 -28.9259 9.4085  0.029
C22 -1.8158 -29.8335 8.4706  -0.238
C23 -2.9722 -29.9665 7.4776  -0.145
C24 -4.1719 -29.5514 8.3262  -0.086
H31 -1.4955 -30.7729 8.9212  0.130
H32 -1.0183 -29.5339 7.7907  0.124
H33 -3.1180 -30.9972 7.1543  0.117
H34 -2.7835 -29.3268 6.6154  0.120
H35 -4.6918 -30.3604 8.8395  0.136
H36 -4.9092 -29.0397 7.7076  0.128
O13 -8.9450 -18.4507 6.1898  0.068
C25 -8.1695 -18.6771 7.1295  -0.444
O14 -6.8613 -18.7394 6.8934  0.040
C26 -6.2344 -19.2635 8.1327  -0.137
C27 -7.2504 -19.6487 9.1662  -0.168
C28 -8.5390 -19.1690 8.5680  -0.077
H37 -5.4005 -18.6007 8.3639  0.123
H38 -5.6935 -20.1551 7.8157  0.116
H39 -7.0366 -18.9734 9.9946  0.117
H40 -7.2922 -20.7122 9.4014  0.120
H41 -8.9867 -18.4637 9.2681  0.120
H42 -9.3638 -19.8739 8.4634  0.122
N1 -2.0508 -16.9735 19.0702  -0.020
C29 -1.2927 -16.3537 19.9501  -0.174
C30 -2.1074 -15.8961 20.9476  -0.112
C31 -3.4233 -16.0452 20.4769  -0.119
C32 -3.3721 -16.7430 19.2943  -0.130
H43 -1.6641 -17.4013 18.2410  0.154
H44 -0.2458 -16.6174 19.9241  0.113
H45 -1.8459 -15.4284 21.8852  0.092
H46 -4.2801 -15.6684 21.0157  0.092
H47 -4.0917 -17.0921 18.5685  0.105
N2 -1.8027 -25.5147 14.2745  -0.010
C33 -1.5885 -24.8373 15.4602  -0.167
C34 -0.5453 -25.3804 16.1855  -0.112
C35 -0.1995 -26.6015 15.4821  -0.088
C36 -0.9528 -26.6211 14.2333  -0.108
H48 -2.4896 -25.2666 13.5769  0.139
H49 -2.2450 -24.0115 15.6914  0.100
H50 -0.2624 -25.0415 17.1711  0.086
H51 0.5329 -27.2566 15.9303  0.075
H52 -0.9814 -27.2997 13.3935  0.089
N3 -1.1271 -19.7494 12.0714  0.026
C37 0.0367 -19.2423 12.5943  -0.184
C38 -0.1497 -18.2367 13.4984  -0.130
C39 -1.4708 -17.7813 13.3081  -0.090
C40 -2.0433 -18.7668 12.4369  -0.137
H53 -1.2328 -20.4607 11.3622  0.147
H54 0.8718 -19.9029 12.4136  0.102
H55 0.6382 -17.7837 14.0819  0.093
H56 -1.8918 -16.8784 13.7251  0.085
H57 -3.0411 -18.7797 12.0239  0.089
N4 -10.5961 -25.0004 7.0178  -0.016
C41 -11.6830 -24.2004 6.6614  -0.138
C42 -11.9431 -23.4142 7.7130  -0.131
C43 -11.0859 -23.8179 8.7579  -0.122
C44 -10.1606 -24.7369 8.2766  -0.127
H58 -10.2424 -25.6337 6.3151  0.142
H59 -12.0092 -24.0686 5.6403  0.109
H60 -12.6861 -22.6305 7.7291  0.099
H61 -11.0562 -23.3309 9.7215  0.081
H62 -9.3220 -25.3015 8.6566  0.104
N5 -12.6378 -18.0699 13.3459  -0.003
C45 -12.1344 -17.1767 12.4447  -0.154
C46 -13.0576 -16.9870 11.4341  -0.131
C47 -14.2044 -17.6027 11.8813  -0.130
C48 -13.9130 -18.3916 13.0184  -0.118
H63 -12.1737 -18.4928 14.1370  0.152
H64 -11.1305 -16.7794 12.4672  0.098
H65 -12.9184 -16.4211 10.5249  0.096
H66 -15.0784 -17.4853 11.2578  0.088
H67 -14.4849 -19.1174 13.5775  0.104